No. 1
DFT (ωB97M-V/def2-TZVPD) results for a gas-phase ion, C5H13N2 (charge +1).

Values from the calculation:
Largest force on an atom in hartree/bohr: 0.052
E in eV: -8365.5233
LUMO energy in eV: -7.19
HOMO in eV: -13.074
Net charge: +1
Energy relative to the best compared isomer or geometry (same formula, charge and spin) in kcal per mole: 121.9

Last column: Mulliken charge in e.
Element x y z (Å)
C (1.24676, -1.23451, -1.29198)  -0.988
C (0.77619, 0.15042, -0.86112)  -0.822
C (-0.34529, 0.22783, 0.33512)  0.409
C (0.09507, -0.66109, 1.33022)  -0.484
C (-1.50076, 1.99168, 1.62155)  -0.828
N (-0.39964, 1.58909, 0.71096)  -0.222
N (0.24924, -2.13604, -1.79271)  -0.406
H (2.05702, -1.12021, -1.99989)  0.378
H (1.63649, -1.71111, -0.42493)  0.470
H (0.36297, 0.79162, -1.64129)  0.411
H (1.60080, 0.66429, -0.34986)  0.491
H (0.91672, -0.36514, 1.98767)  0.307
H (-0.44580, -1.54985, 1.63379)  0.289
H (-1.10021, 2.03412, 2.63593)  0.329
H (-2.03212, 2.87399, 1.34428)  0.334
H (-2.11779, 1.09162, 1.68453)  0.289
H (0.18892, 2.28529, 0.28788)  0.245
H (-0.15694, -1.86686, -2.67195)  0.224
H (-0.32214, -2.58448, -1.10134)  0.196
H (-1.30766, -0.05718, -0.10986)  0.379

Cartesian forces (eV/Å) of the 6 atoms listed first:
C -1.132 0.079 -0.083
C 0.415 0.143 0.928
C -0.195 0.417 -2.331
C -0.024 0.633 1.390
C 1.597 -1.990 0.875
N -0.702 0.302 0.951

=====

No. 2
DFT (ωB97M-V/def2-TZVPD) results for a molecular structure, C5H13N2.

Values from the calculation:
Largest force on an atom in hartree/bohr: 0.086
E in eV: -8367.4408
LUMO energy in eV: -3.24
HOMO in eV: -14.234
Net charge: +1
Energy relative to the best compared isomer or geometry (same formula, charge and spin) in kcal per mole: 77.7

Last column: Mulliken charge in e.
Element x y z (Å)
C (-0.18069, -1.72093, -0.68072)  -0.635
C (-1.29630, -0.78105, -0.71726)  -0.015
C (0.23801, 0.56644, 0.64207)  0.010
C (-0.38548, -0.70099, 0.48231)  -0.629
C (-1.28838, 0.24889, -1.85533)  -1.250
N (-0.22513, 1.47576, 1.49948)  -0.423
N (2.01000, 0.40168, 1.11416)  -0.551
H (-0.26937, -2.70779, -0.27705)  0.326
H (0.60719, -1.59244, -1.53210)  0.224
H (-2.35617, -1.00024, -0.39509)  0.421
H (0.47785, 0.97716, -0.25652)  0.445
H (-0.68245, -1.20963, 1.34733)  0.639
H (-0.21095, 0.48801, -2.14067)  0.308
H (-1.81686, 1.16788, -1.54317)  0.314
H (-1.78235, -0.47698, -2.55960)  0.367
H (0.23665, 2.32094, 1.46447)  0.237
H (-0.64244, 1.23886, 2.46914)  0.275
H (2.35138, 0.98691, 0.32213)  0.342
H (2.26403, -0.60112, 1.08574)  0.311
H (2.27199, 0.96683, 1.88785)  0.284

Cartesian forces (eV/Å) of the 6 atoms listed first:
C 1.766 0.676 -0.920
C -2.257 0.560 0.766
C 0.710 -0.553 1.850
C 0.738 -0.684 -1.235
C 0.893 -1.378 0.679
N -2.763 -1.312 3.170